(1)
# C11H17N2

A cluster of 2 separate species, C11H17N2 in total in a non-equilibrium geometry (the ωB97M-V functional and the def2-TZVPD basis, the OMol25 dataset).

```
! RIJCOSX wB97M-V def2-TZVPD def2/J DEFGRID3
* xyz 1 1
H 3.45931 -1.71961 0.69752
H -4.57607 0.62123 1.88174
C -0.38574 -0.01585 -1.30982
H -0.00760 3.31889 -1.63437
H -1.63832 1.56722 -1.87124
H -2.22503 -0.91983 2.74360
H 3.95885 0.47323 -0.42643
H -2.02866 -0.14589 0.74825
C 1.91028 0.58692 -0.93272
H -1.21808 -0.71961 -1.37213
H -3.45234 1.57793 2.74805
H -3.12484 0.86153 0.15633
H 2.40697 2.66293 -0.91265
C 0.31294 2.31237 -1.38444
C 1.60520 1.95263 -1.06301
C 2.75733 -1.27976 0.00765
N -3.21743 -0.71321 2.88862
C 0.88477 -0.43563 -0.95159
H 0.00369 -3.15139 -0.99025
N 3.05778 0.03615 -0.41868
H -3.32373 -0.67286 3.91784
H 1.67456 -3.53489 -0.48090
H -1.86530 1.66880 1.17053
C 0.79134 -2.89877 -0.29942
C 1.46951 -1.57597 -0.31125
C -2.47763 0.78772 1.04499
C -3.52315 0.55784 2.22767
H 0.31831 -3.29467 0.63857
H -3.69881 -1.53945 2.49089
C -0.66228 1.33962 -1.47341
*
```

The orbital gap comes out at 6.5 eV. The HOMO energy comes out at -10.271 eV. Its relative energy (zero: lowest compared OMol25 entry of this formula, charge and spin) is 207.0 kJ/mol. The value obtained for the LUMO energy is -3.77 eV. The energy is -538.5618 Ha.

---

(2)
# C6H12Br6

A cluster of 3 separate species, C6H12Br6 in total in a non-equilibrium geometry (the ωB97M-V functional and the def2-TZVPD basis, the OMol25 dataset).

```
! RIJCOSX wB97M-V def2-TZVPD def2/J DEFGRID3
* xyz 0 1
Br -7.73503 -3.91128 -3.92687
H -5.93416 -3.47787 -1.64738
C 3.73951 6.92437 3.05566
C 4.41719 5.53540 3.44939
H -5.22357 -4.24376 -4.06745
H 2.65261 6.84255 3.06338
Br 3.87237 -2.63263 -0.65810
H 3.87620 7.05252 1.98189
H 2.44187 -0.98452 0.76918
H -6.39653 -5.09037 -1.27906
H 1.06864 -3.01810 -0.57061
H -5.89778 -5.69309 -3.92393
C -5.72673 -4.51349 -1.91677
Br -3.80846 -5.07278 -1.65545
H 2.49261 -0.44303 -0.95727
H 4.17513 5.43145 4.50707
H 5.50465 5.58612 3.50378
C 2.42982 -1.29197 -0.27649
Br 4.48262 8.45564 3.96716
C 1.06864 -1.94468 -0.75999
C -5.98296 -4.71748 -3.44536
Br -0.32039 -1.07328 0.22554
H 1.03525 -1.72435 -1.82697
Br 3.76838 4.00461 2.38855
*
```

The orbital gap comes out at 10.6 eV. The HOMO energy comes out at -10.228 eV. Its relative energy (zero: lowest compared OMol25 entry of this formula, charge and spin) is 132.3 kJ/mol. The value obtained for the LUMO energy is 0.39 eV. The energy is -15679.8603 Ha. Its structure (SMILES) is BrCCBr.BrCCBr.BrCCBr.

---

(3)
# C29H23N2O4S2

The ion C29H23N2O4S2 with charge -1 in a non-equilibrium geometry (the ωB97M-V functional and the def2-TZVPD basis, the OMol25 dataset).

```
! RIJCOSX wB97M-V def2-TZVPD def2/J DEFGRID3
* xyz -1 1
C 1.12992 5.32805 -1.21801
H -4.05814 -1.71091 -0.17547
C 1.80923 4.20748 -1.71398
C -5.35259 -1.42823 2.97246
C -5.19712 -1.89661 1.66422
C 3.72586 1.89452 -2.18601
C 0.20763 5.17222 -0.17407
H -0.75760 3.75127 1.15077
H -0.18725 -1.90606 -1.52755
H 1.27021 -1.48987 -0.60754
H -5.89120 -2.62906 1.25061
H -6.18050 -1.78757 3.58510
H 0.61973 -4.24819 0.56923
H 1.31156 6.31219 -1.65812
H 3.45732 0.21166 -3.48871
C 1.64223 2.94944 -1.11312
O -1.52554 1.33751 1.06256
C 0.00273 3.90585 0.38898
N -0.29019 -0.28319 -4.20941
H 7.16678 2.40531 -3.92732
C -1.96976 -5.85967 2.10751
C -0.26228 -4.40907 1.18696
C 4.13746 1.01567 -3.19380
C -0.51327 -0.95331 0.32494
C 0.77590 2.82374 -0.02379
O -0.61551 -0.95734 2.92870
S -1.90688 0.11753 0.36992
H -0.20129 0.95103 -1.31625
H -3.51559 -4.86977 3.26776
C -3.40823 -0.01425 2.70115
N 1.83916 0.55877 -1.77308
H 2.46797 4.30414 -2.57933
S -0.04485 -1.70716 1.82737
H -0.33298 -6.53517 0.85739
H 5.63013 0.55935 -4.66552
C -4.46399 -0.47991 3.48555
H -0.34783 6.03291 0.20142
C 5.85664 3.03976 -2.31634
H -4.58020 -0.08326 4.49499
C 0.03597 -0.09294 -3.10901
C -1.98792 -3.50053 2.62758
H -2.42070 -2.64743 3.14466
H 6.52888 3.81582 -1.95206
O -2.48360 0.16703 -0.96455
C -0.83240 -3.32938 1.87053
C 0.28100 -1.11175 -0.90723
H 4.31753 3.47844 -0.84884
C -2.58604 -4.75820 2.70733
H -2.38396 -6.85846 2.24919
C -0.81823 -5.68155 1.33373
C 0.42067 0.14435 -1.72592
C -4.16017 -1.41261 0.86602
C 6.21346 2.24235 -3.41406
H -2.73259 0.75048 3.07678
C -3.22808 -0.52951 1.41573
H 0.70352 1.86624 0.48537
O 1.37642 -1.98617 1.80582
C 4.61400 2.86469 -1.69975
C 2.33326 1.74017 -1.65871
C 5.36130 1.20914 -3.83276
*
```

The orbital gap comes out at 6.9 eV. The HOMO energy comes out at -4.381 eV. The value obtained for the LUMO energy is 2.56 eV. The energy is -2325.7342 Ha. Its structure (SMILES) is N#C[C@@H](CC(S(=O)(=O)c1ccccc1)=[S@](=O)([O-])c1ccccc1)N=C(c1ccccc1)c1ccccc1.